Entry 1:
The following is a quantum chemistry calculation of a cluster of 3 separate species, C17H42IN6 in total, from the OMol25 dataset.

The LUMO energy is 2.7 eV. The calculation puts the gap between HOMO and LUMO at 5.2 eV. The value obtained for the HOMO energy is -2.48 eV.

```
! wB97M-V def2-TZVPD RIJCOSX def2/J DEFGRID3
* xyz -1 1
N 5.7977 2.6074 -1.5210
C 5.6943 2.7402 -2.7812
N 6.5225 2.0265 -3.6273
N 4.8183 3.5986 -3.5074
C 3.4427 3.7431 -3.0057
C 2.4890 2.6768 -3.5716
C 1.2188 3.2351 -4.2411
C -0.0777 3.1299 -3.3872
N -1.0113 2.0817 -3.6839
I -0.1919 0.2392 -3.1399
H 5.1746 3.2566 -1.0501
H 6.0607 1.7068 -4.4646
H 7.0316 1.3046 -3.1368
H 5.2572 4.4919 -3.6807
H 3.4224 3.7125 -1.9085
H 3.0998 4.7413 -3.2889
H 2.1718 2.0201 -2.7577
H 3.0510 2.0517 -4.2715
H 1.3949 4.2871 -4.5093
H 1.0091 2.7008 -5.1730
H -0.6745 4.0390 -3.5730
H 0.2396 3.1862 -2.3169
C 2.8419 -1.9700 -1.3009
C 2.0005 -1.5882 -0.0958
N 0.9674 -2.5583 0.2222
C -0.0356 -2.0413 1.1302
C 0.4062 -1.6888 2.5576
C 1.4134 -3.9174 0.4492
C 2.4446 -4.1567 1.5629
H 2.2059 -2.1395 -2.1706
H 3.5206 -1.1494 -1.5377
H 3.4509 -2.8608 -1.1291
H 1.4917 -0.6491 -0.3276
H 2.6703 -1.3837 0.7575
H -0.8562 -2.7656 1.1758
H -0.4456 -1.1439 0.6596
H 0.5778 -2.5756 3.1691
H -0.3697 -1.0975 3.0476
H 1.3201 -1.0931 2.5565
H 1.8294 -4.2958 -0.4878
H 0.5229 -4.5226 0.6431
H 3.2495 -3.4211 1.5224
H 2.8960 -5.1447 1.4455
H 1.9999 -4.1127 2.5569
C -3.2713 0.3996 0.5587
C -4.1212 0.7229 1.7760
N -5.1544 -0.2706 2.0368
C -6.1338 0.1501 3.0181
C -5.6643 0.3701 4.4630
C -4.6966 -1.6462 2.1371
C -3.6366 -1.9689 3.1983
H -3.8898 0.2481 -0.3259
H -2.5841 1.2188 0.3476
H -2.6666 -0.4949 0.7059
H -4.6367 1.6735 1.6102
H -3.4558 0.8828 2.6410
H -6.9443 -0.5854 3.0160
H -6.5700 1.0852 2.6526
H -5.4662 -0.5701 4.9772
H -6.4381 0.8966 5.0262
H -4.7582 0.9759 4.5024
H -4.3041 -1.9392 1.1616
H -5.5800 -2.2701 2.3013
H -2.8387 -1.2260 3.1995
H -3.1784 -2.9364 2.9823
H -4.0530 -2.0171 4.2044
*
```

=====

Entry 2:
The following is a quantum chemistry calculation of a cluster of 3 separate species, C17H43Br2N2O4P2 in total, from the OMol25 dataset.

The LUMO energy is 2.7 eV. The calculation puts the gap between HOMO and LUMO at 6.1 eV. The value obtained for the HOMO energy is -3.41 eV.

```
! wB97M-V def2-TZVPD RIJCOSX def2/J DEFGRID3
* xyz -1 1
C 2.1545 3.3020 0.4000
C 2.5903 1.8472 0.0603
C 1.4416 0.8512 -0.2739
Br 0.6326 0.0877 1.3994
P 0.1250 1.4865 -1.5214
P -1.2035 2.4789 -0.0085
C -1.8095 4.1353 -0.6550
C -1.9027 4.2567 -2.2203
C -2.6717 1.4069 0.4350
C -3.7917 1.2997 -0.6650
O 1.1289 0.7297 -2.7770
C 0.3193 -0.1687 -3.4764
C -0.7466 -0.7786 -2.4678
Br -0.0044 -2.5466 -1.9102
O -0.8082 0.0014 -1.3410
H 3.0026 3.7975 0.9176
H 2.0240 3.8494 -0.5447
H 1.2888 3.3645 1.0691
H 3.3442 1.7968 -0.7363
H 3.0929 1.4549 0.9636
H 1.9138 -0.0162 -0.7580
H 0.8120 2.6961 -1.8998
H -0.7892 1.7501 -2.6342
H -2.8175 4.3937 -0.2739
H -1.1516 4.9517 -0.3108
H -0.9181 4.3681 -2.6971
H -2.3303 3.3238 -2.6200
H -2.6006 5.0659 -2.5039
H -2.3855 0.4024 0.7690
H -3.1420 1.8805 1.3228
H -4.7609 1.0555 -0.1869
H -3.5255 0.4847 -1.3554
H -3.8804 2.2598 -1.1971
H -0.1336 0.3013 -4.3745
H 0.9462 -0.9814 -3.8867
H -1.6859 -1.0209 -2.9806
C -3.4191 -2.8266 1.3599
C -4.3972 -2.3677 2.4359
C -5.8551 -2.7687 2.1478
O -6.5003 -1.9717 1.1687
C -6.2256 -2.3407 -0.1717
N -4.2554 -0.9209 2.6231
H -3.4733 -2.2163 0.4580
H -2.3943 -2.7565 1.7263
H -3.6018 -3.8674 1.0799
H -4.1069 -2.8596 3.3703
H -6.4328 -2.6230 3.0658
H -5.9349 -3.8336 1.8928
H -6.1044 -3.4222 -0.2809
H -5.3372 -1.8232 -0.5394
H -7.0706 -2.0225 -0.7843
H -4.8374 -0.6313 3.4049
H -4.6820 -0.4637 1.8205
C 5.4932 -0.5166 2.0954
C 4.9645 -1.0700 0.7765
C 5.6045 -2.4100 0.3717
O 6.9185 -2.3025 -0.1593
C 7.9420 -2.2126 0.8120
N 5.1240 -0.0504 -0.2632
H 6.4880 -0.0796 1.9946
H 4.8347 0.2718 2.4630
H 5.5375 -1.2964 2.8601
H 3.8932 -1.2525 0.9086
H 5.0014 -2.8395 -0.4325
H 5.5827 -3.1307 1.1992
H 7.7137 -2.8054 1.7023
H 8.1200 -1.1710 1.0895
H 8.8606 -2.5973 0.3652
H 4.6811 -0.3817 -1.1172
H 6.1114 -0.0075 -0.5044
*
```

=====

Entry 3:
The following is a quantum chemistry calculation of a cluster of 6 separate species, C17H43FNO7 in total, from the OMol25 dataset.

The LUMO energy is 2.1 eV. The calculation puts the gap between HOMO and LUMO at 6.7 eV. The value obtained for the HOMO energy is -4.59 eV.

```
! wB97M-V def2-TZVPD RIJCOSX def2/J DEFGRID3
* xyz -1 1
C 1.4218 -0.5204 -0.9878
N -0.0379 -0.1875 -0.7746
C -0.7108 0.2657 -2.0831
F -0.3217 -0.5802 -3.2520
C -0.6126 1.8795 -2.3500
C 0.8300 2.4097 -2.9177
C 0.7033 4.0760 -2.9867
C 1.1912 1.9332 -4.4491
C -2.3360 -0.0519 -1.8443
O -2.8767 -1.1723 -2.3976
O -3.2390 0.7967 -1.0509
H 1.5533 -1.6664 -1.1876
H 1.9447 0.0610 -1.8584
H 1.9884 -0.2151 0.0177
H -0.5745 -1.0720 -0.5327
H -0.7625 2.4011 -1.2868
H -1.4633 2.3135 -3.0351
H 1.7375 2.2081 -2.1828
H 1.7442 4.5443 -3.2775
H -0.0882 4.2820 -3.8448
H 0.2824 4.4329 -1.9541
H 0.3583 2.3535 -5.1584
H 2.2054 2.4768 -4.7593
H 1.3927 0.7863 -4.5738
C -2.8959 -4.0852 -5.3998
C -4.0141 -3.3973 -6.1551
O -5.1494 -3.2518 -5.3147
H -3.2189 -5.0702 -5.0471
H -2.0145 -4.2091 -6.0353
H -2.6136 -3.5067 -4.5141
H -4.3082 -3.9894 -7.0268
H -3.7032 -2.4064 -6.5000
H -4.8799 -2.7176 -4.5480
C 2.2179 -1.4592 3.3383
C 1.1818 -2.1160 2.4499
O 1.7994 -2.6190 1.2744
H 2.7165 -0.6412 2.8080
H 1.7572 -1.0620 4.2471
H 2.9957 -2.1759 3.6214
H 0.4187 -1.3912 2.1513
H 0.6878 -2.9433 2.9686
H 2.4694 -3.2678 1.5500
C 1.0939 3.4433 3.3797
C 2.2249 2.5522 3.8496
O 2.7359 1.8008 2.7585
H 0.2900 2.8445 2.9392
H 0.6858 4.0262 4.2101
H 1.4407 4.1319 2.6023
H 1.8692 1.8510 4.6103
H 3.0385 3.1444 4.2797
H 3.0569 2.4325 2.0923
C 5.9558 -0.3231 5.1004
C 5.0924 0.8886 5.3842
O 4.9827 1.0885 6.7858
H 5.5284 -1.2175 5.5655
H 6.0468 -0.4938 4.0241
H 6.9575 -0.1925 5.5227
H 4.0861 0.7448 4.9800
H 5.5200 1.7894 4.9334
H 5.8808 1.2236 7.1337
C -6.0138 -0.4538 0.9653
C -6.1883 -1.9126 0.5972
O -6.2576 -2.0517 -0.8143
H -6.8468 0.1428 0.5790
H -5.9631 -0.3287 2.0505
H -5.0990 -0.0487 0.5205
H -7.1145 -2.3073 1.0250
H -5.3528 -2.5138 0.9687
H -5.4270 -1.7062 -1.1840
*
```

=====

Entry 4:
The following is a quantum chemistry calculation of a cluster of 3 separate species, C17H43N4 in total, from the OMol25 dataset.

The LUMO energy is -3.3 eV. The calculation puts the gap between HOMO and LUMO at 6.6 eV. The value obtained for the HOMO energy is -9.92 eV.

```
! wB97M-V def2-TZVPD RIJCOSX def2/J DEFGRID3
* xyz 1 1
C 1.8197 0.1949 -3.4236
C 1.6534 1.6772 -3.0532
C 0.9213 2.5323 -4.0804
N -0.5749 2.5841 -3.8378
C -1.3354 1.3554 -4.2906
C -2.5739 1.1585 -3.4379
N -3.6390 1.8245 -3.5223
H 2.8275 -0.1468 -3.1984
H 1.1363 -0.4480 -2.8679
H 1.6514 0.0178 -4.4883
H 1.1389 1.7669 -2.0905
H 2.6268 2.1407 -2.8957
H 1.0382 2.1493 -5.0947
H 1.2623 3.5664 -4.0666
H -0.9507 3.3998 -4.3219
H -0.7529 2.7376 -2.8401
H -1.6072 1.5024 -5.3359
H -0.6481 0.5162 -4.2230
H -2.5098 0.3837 -2.6726
H -3.6398 2.5100 -4.2826
C -1.0943 1.7192 0.1107
C -1.7097 0.3771 0.4807
N -2.2005 0.3530 1.8382
C -2.4441 -0.9885 2.3435
C -3.5777 -1.8080 1.7210
C -3.1868 1.3691 2.1806
C -4.4719 1.4134 1.3475
H -0.3266 2.0088 0.8290
H -0.6228 1.6350 -0.8766
H -1.8382 2.5163 0.0614
H -0.9362 -0.3941 0.4109
H -2.4745 0.1107 -0.2722
H -2.6086 -0.9135 3.4213
H -1.5055 -1.5378 2.2184
H -4.5595 -1.4639 2.0432
H -3.4806 -2.8516 2.0233
H -3.5499 -1.7790 0.6298
H -2.7009 2.3467 2.1261
H -3.4343 1.2253 3.2341
H -4.2627 1.3568 0.2766
H -4.9959 2.3532 1.5272
H -5.1552 0.6030 1.5944
C 4.4018 -1.9123 3.9909
C 4.1748 -1.8276 2.4904
N 2.9952 -2.5567 2.0533
C 2.9220 -2.7498 0.6196
C 2.7415 -1.5112 -0.2716
C 1.7491 -2.2046 2.7156
C 1.3076 -0.7382 2.6568
H 4.4246 -2.9526 4.3169
H 5.3550 -1.4491 4.2467
H 3.6261 -1.3929 4.5546
H 5.0288 -2.2762 1.9753
H 4.1603 -0.7661 2.1924
H 2.1070 -3.4514 0.4203
H 3.8425 -3.2565 0.3162
H 1.7284 -1.1083 -0.2101
H 2.9330 -1.7845 -1.3121
H 3.4400 -0.7169 -0.0019
H 1.8237 -2.4994 3.7640
H 0.9707 -2.8420 2.2861
H 2.1291 -0.0604 2.8949
H 0.5121 -0.5547 3.3808
H 0.9194 -0.4626 1.6761
*
```

=====

Entry 5:
The following is a quantum chemistry calculation of a structure of composition C17H43NO22P4S, from the OMol25 dataset.

The LUMO energy is -3.0 eV. The calculation puts the gap between HOMO and LUMO at 6.5 eV. The value obtained for the HOMO energy is -9.43 eV. The value obtained for the energy relative to the best compared isomer or geometry (same formula, charge and spin) is 94.9 kcal per mole.

```
! wB97M-V def2-TZVPD RIJCOSX def2/J DEFGRID3
* xyz 0 1
C 4.3526 1.3870 2.3305
O 3.1062 0.7159 2.1230
C 2.5116 1.0468 0.8701
C 3.2869 0.3898 -0.3387
O 2.5758 -0.4781 -1.2589
S 3.8176 -0.8121 -2.3526
O 3.4278 -1.3486 -3.6378
O 4.8515 -1.6610 -1.7663
O 4.3046 0.7698 -2.5461
C 4.0548 1.4268 -1.2507
N 3.2937 2.6505 -1.6217
C 4.1009 3.5785 -1.7939
O 4.9234 4.3746 -1.9275
H 5.0424 1.3896 1.4419
H 4.2587 2.4490 2.6925
H 4.8931 0.8181 3.1464
H 2.4100 2.1697 0.7762
H 1.4482 0.6537 0.8796
H 3.9709 -0.3417 0.1915
H 5.0887 1.6307 -0.8409
C -4.4331 0.7617 -1.5177
O -3.8334 -0.4952 -1.7844
P -2.1679 -0.7242 -2.0805
O -1.8412 0.6895 -1.6173
O -2.4245 -0.8167 -3.6881
C -3.1581 0.1841 -4.3711
O -0.5150 -1.0506 -2.3344
C 0.3173 -0.0180 -2.8320
H -4.6578 0.8277 -0.4503
H -3.8433 1.6192 -1.8221
H -5.3761 0.8026 -2.0701
H -2.9457 1.1766 -3.9681
H -4.2264 -0.0304 -4.3175
H -2.8582 0.1674 -5.4198
H 0.6033 0.6555 -2.0262
H -0.1728 0.5390 -3.6338
H 1.2201 -0.4736 -3.2229
C -2.0876 -4.6413 5.1119
O -1.1244 -3.8388 4.4526
P -1.5056 -2.6310 3.3168
O -2.9928 -2.6320 3.6151
O -1.0883 -3.6110 2.0827
C -1.6766 -4.8905 1.9326
O -1.5990 -1.3333 2.2248
C -2.7270 -1.2407 1.3731
H -2.2031 -4.2963 6.1412
H -3.0579 -4.6712 4.6226
H -1.6970 -5.6619 5.1333
H -2.7338 -4.8762 2.2069
H -1.1356 -5.6254 2.5308
H -1.5977 -5.1791 0.8836
H -3.5724 -0.8107 1.9108
H -2.9975 -2.2156 0.9594
H -2.4749 -0.5680 0.5493
C -9.2917 5.3108 -0.8464
O -8.6236 4.0987 -1.1479
P -6.9542 3.9778 -1.4677
O -6.6645 5.3963 -1.0041
O -7.2231 3.8879 -3.0740
C -7.9953 4.8690 -3.7431
O -5.2872 3.6908 -1.7639
C -4.4990 4.7540 -2.2707
H -9.5096 5.3479 0.2227
H -8.7528 6.2066 -1.1433
H -10.2399 5.3001 -1.3901
H -7.8113 5.8652 -3.3351
H -9.0556 4.6194 -3.6810
H -7.7053 4.8693 -4.7946
H -4.2131 5.4294 -1.4647
H -5.0229 5.3024 -3.0558
H -3.5881 4.3226 -2.6919
C 5.3384 -2.8183 0.6932
O 5.5229 -3.5505 1.8939
P 6.5234 -3.0446 3.1706
O 6.7212 -1.6365 2.6373
O 7.6917 -4.0844 2.7129
C 8.2137 -4.0652 1.3957
O 7.3776 -2.7524 4.6092
C 8.5211 -1.9181 4.5635
H 4.3626 -2.3308 0.7134
H 6.1132 -2.0840 0.4918
H 5.3453 -3.5354 -0.1299
H 8.2931 -3.0447 1.0149
H 7.5921 -4.6727 0.7363
H 9.2132 -4.5013 1.4208
H 8.2239 -0.8692 4.5605
H 9.1423 -2.1375 3.6929
H 9.1058 -2.1033 5.4665
*
```

=====

Entry 6:
The following is a quantum chemistry calculation of a cluster of 5 separate species, C17H43O14P3 in total, from the OMol25 dataset.

The LUMO energy is 0.4 eV. Its SMILES is COP(=O)(OC)OC.COP(=O)(OC)OC.COP(=O)(OC)OC.C1CCOC1.C1CCOC1. The calculation puts the gap between HOMO and LUMO at 9.8 eV. The value obtained for the HOMO energy is -9.40 eV.

```
! wB97M-V def2-TZVPD RIJCOSX def2/J DEFGRID3
* xyz 0 1
C 8.3374 -0.7409 -2.1950
O 9.5309 -0.3674 -1.6031
P 9.5289 0.3732 -0.2070
O 8.7412 1.6284 -0.0531
O 9.3898 -0.7488 0.8954
C 8.3129 -0.8402 1.8605
O 11.1543 0.5635 -0.0367
C 11.9396 -0.5273 -0.4204
H 8.1803 -0.3463 -3.1988
H 7.4116 -0.5853 -1.6410
H 8.3603 -1.8294 -2.1440
H 7.8946 -1.8276 1.6653
H 7.4047 -0.2378 1.8371
H 8.7539 -0.7366 2.8519
H 12.6743 -0.7633 0.3494
H 12.3688 -0.4355 -1.4181
H 11.5250 -1.5232 -0.5767
C -10.5514 3.1643 1.3231
O -9.8565 1.9034 1.6768
P -9.0076 1.0632 0.5905
O -8.1912 -0.0523 1.1288
O -8.1875 2.1688 -0.2202
C -7.1881 1.7585 -1.1911
O -10.0647 0.6154 -0.5619
C -10.2198 -0.7533 -0.8725
H -10.2176 4.0075 1.9278
H -11.6258 2.9999 1.4056
H -10.4899 3.3954 0.2596
H -7.2908 0.7281 -1.5315
H -6.3675 1.7669 -0.4738
H -6.9921 2.3751 -2.0683
H -9.4980 -0.9581 -1.6632
H -11.2188 -1.0304 -1.2092
H -9.8373 -1.3380 -0.0360
C 4.4748 -5.9635 -4.6772
O 3.6650 -5.9474 -3.5498
P 2.1432 -5.2241 -3.4523
O 2.1102 -3.7768 -3.7714
O 1.4798 -5.5554 -2.0263
C 0.0616 -5.5973 -1.7826
O 1.2725 -6.0975 -4.5439
C 1.3160 -7.5264 -4.5978
H 4.3313 -5.0470 -5.2495
H 4.1509 -6.8695 -5.1894
H 5.5553 -6.1011 -4.6364
H -0.1390 -5.9243 -0.7623
H -0.3595 -6.2855 -2.5154
H -0.3283 -4.5830 -1.8680
H 0.3978 -7.9894 -4.2364
H 2.1508 -7.9490 -4.0387
H 1.4808 -7.9438 -5.5911
C -4.2778 5.2512 4.1261
C -5.1323 4.9575 5.3016
C -4.2687 5.5371 6.4811
O -3.9553 6.7655 5.8602
C -3.7823 6.6521 4.4348
H -4.7391 5.0250 3.1648
H -3.4742 4.5181 4.1957
H -5.2683 3.8783 5.3720
H -6.1050 5.4264 5.1529
H -3.3981 4.8962 6.6201
H -4.9062 5.6967 7.3507
H -2.7130 6.6850 4.2259
H -4.1087 7.4908 3.8199
C 1.4231 2.1109 -0.6393
C 0.4221 1.0108 -0.2006
C 1.2925 0.1863 0.6760
O 1.9118 1.2045 1.4572
C 2.1465 2.4957 0.6498
H 0.9162 2.9382 -1.1360
H 2.2904 1.9737 -1.2852
H 0.1530 0.3619 -1.0341
H -0.4364 1.3518 0.3780
H 2.0460 -0.4366 0.1941
H 0.7354 -0.5141 1.2982
H 3.2119 2.7119 0.5708
H 1.5495 3.3361 1.0037
*
```